<one>
# C44H115N9O13

A cluster of 9 separate species, C44H115N9O13 in total (ωB97M-V with the def2-TZVPD basis set, OMol25).

Bonds (Å) are listed after each position.
Cartesian coordinates (Å):
1 C -10.7444 4.3562 -7.2424  O2 1.396, H10 1.090, H11 1.090, H12 1.090
2 O -11.2000 3.1264 -6.7652  C1 1.396, C3 1.421
3 C -12.1570 3.2131 -5.7180  O2 1.421, C4 1.526, H13 1.090, H14 1.090
4 C -12.4425 1.7924 -5.2393  C3 1.526, N5 1.513, H15 1.090, H16 1.090
5 N -11.4763 1.1379 -4.2769  C4 1.513, C6 1.424, H17 1.010
6 C -10.1266 1.4417 -4.6144  N5 1.424, C7 1.552, H18 1.090, H19 1.090
7 C -9.0872 0.9568 -3.5685  C6 1.552, O8 1.485, H20 1.090, H21 1.090
8 O -9.2271 1.5324 -2.2068  C7 1.485, C9 1.396
9 C -8.3367 1.0294 -1.2562  O8 1.396, H22 1.090, H23 1.090, H24 1.090
10 H -10.3357 4.9518 -6.4262  C1 1.090
11 H -11.3464 5.0377 -7.8435  C1 1.090
12 H -9.9603 4.1435 -7.9690  C1 1.090
13 H -13.0844 3.5160 -6.2039  C3 1.090
14 H -11.8192 3.8272 -4.8833  C3 1.090
15 H -12.7010 1.2138 -6.1261  C4 1.090
16 H -13.4455 1.6964 -4.8233  C4 1.090
17 H -11.7002 1.4474 -3.3419  N5 1.010
18 H -10.0189 2.5263 -4.6040  C6 1.090
19 H -9.7902 1.2774 -5.6381  C6 1.090
20 H -8.1130 1.3073 -3.9091  C7 1.090
21 H -9.1104 -0.1329 -3.5588  C7 1.090
22 H -8.4398 -0.0556 -1.2684  C9 1.090
23 H -8.4154 1.3944 -0.2321  C9 1.090
24 H -7.2798 1.2683 -1.3746  C9 1.090
25 C 14.3770 0.9467 -1.0679  O26 1.409, H34 1.090, H35 1.090, H36 1.090
26 O 13.6174 -0.0307 -1.7406  C25 1.409, C27 1.494
27 C 14.1809 -1.4092 -1.8539  O26 1.494, C28 1.619, H37 1.090, H38 1.090
28 C 13.0169 -2.3755 -1.2775  C27 1.619, N29 1.422, H39 1.090, H40 1.090
29 N 11.7796 -2.1665 -1.9469  C28 1.422, C30 1.448, H41 1.010
30 C 10.6590 -2.8915 -1.3860  N29 1.448, C31 1.526, H42 1.090, H43 1.090
31 C 10.2879 -2.1828 -0.0871  C30 1.526, O32 1.433, H44 1.090, H45 1.090
32 O 9.8450 -0.8664 -0.4393  C31 1.433, C33 1.429
33 C 9.1999 -0.1537 0.6181  O32 1.429, H46 1.090, H47 1.090, H48 1.090
34 H 14.7566 1.4765 -1.9416  C25 1.090
35 H 15.1911 0.4879 -0.5067  C25 1.090
36 H 13.8109 1.5846 -0.3892  C25 1.090
37 H 15.0501 -1.6596 -1.2456  C27 1.090
38 H 14.4241 -1.7713 -2.8528  C27 1.090
39 H 13.0903 -2.0939 -0.2271  C28 1.090
40 H 13.3150 -3.4084 -1.4575  C28 1.090
41 H 11.5043 -1.2494 -1.6254  N29 1.010
42 H 11.0629 -3.8933 -1.2397  C30 1.090
43 H 9.8231 -3.0352 -2.0707  C30 1.090
44 H 11.0809 -2.0748 0.6528  C31 1.090
45 H 9.4251 -2.6703 0.3667  C31 1.090
46 H 8.2143 -0.5645 0.8368  C33 1.090
47 H 9.0461 0.8715 0.2812  C33 1.090
48 H 9.5880 -0.0389 1.6302  C33 1.090
49 C 9.2302 4.6187 6.8107  O50 1.443, H58 1.090, H59 1.090, H60 1.090
50 O 8.0323 5.3880 6.5782  C49 1.443, C51 1.412
51 C 6.8994 4.7164 6.0685  O50 1.412, C52 1.559, H61 1.090, H62 1.090
52 C 5.5913 5.5549 6.1921  C51 1.559, N53 1.429, H63 1.090, H64 1.090
53 N 5.3550 6.5221 5.1665  C52 1.429, C54 1.497, H65 1.010
54 C 4.6874 5.9189 3.9706  N53 1.497, C55 1.525, H66 1.090, H67 1.090
55 C 3.2290 5.5296 4.1867  C54 1.525, O56 1.404, H68 1.090, H69 1.090
56 O 2.7640 4.6903 3.1615  C55 1.404, C57 1.467
57 C 2.8124 5.1834 1.7805  O56 1.467, H70 1.090, H71 1.090, H72 1.090
58 H 10.0232 5.2073 7.2720  C49 1.090
59 H 9.7393 4.2193 5.9335  C49 1.090
60 H 9.0187 3.8542 7.5583  C49 1.090
61 H 6.8208 3.8582 6.7359  C51 1.090
62 H 7.1828 4.3533 5.0806  C51 1.090
63 H 5.5194 6.0336 7.1687  C52 1.090
64 H 4.7688 4.8443 6.2733  C52 1.090
65 H 6.2573 6.8722 4.8775  N53 1.010
66 H 5.2852 5.1275 3.5185  C54 1.090
67 H 4.7879 6.5926 3.1196  C54 1.090
68 H 2.5379 6.3517 4.3725  C55 1.090
69 H 3.0389 4.9412 5.0843  C55 1.090
70 H 2.3284 6.1321 1.5484  C57 1.090
71 H 2.2240 4.3775 1.3419  C57 1.090
72 H 3.7899 5.1754 1.2983  C57 1.090
73 C -8.1346 -6.9888 -7.3250  O74 1.409, H82 1.090, H83 1.090, H84 1.090
74 O -7.1305 -6.1543 -6.7940  C73 1.409, C75 1.380
75 C -7.5442 -5.1111 -5.9914  O74 1.380, C76 1.538, H85 1.090, H86 1.090
76 C -6.1905 -4.5533 -5.5192  C75 1.538, N77 1.453, H87 1.090, H88 1.090
77 N -5.7496 -5.0850 -4.2404  C76 1.453, C78 1.484, H89 1.010
78 C -4.2926 -4.8965 -4.0274  N77 1.484, C79 1.494, H90 1.090, H91 1.090
79 C -3.6942 -5.6440 -2.8800  C78 1.494, O80 1.388, H92 1.090, H93 1.090
80 O -3.7877 -4.8862 -1.7209  C79 1.388, C81 1.428
81 C -4.9302 -5.1845 -0.9170  O80 1.428, H94 1.090, H95 1.090, H96 1.090
82 H -7.9484 -7.4818 -8.2792  C73 1.090
83 H -9.0475 -6.4795 -7.6334  C73 1.090
84 H -8.4794 -7.7598 -6.6360  C73 1.090
85 H -8.0843 -5.5210 -5.1379  C75 1.090
86 H -8.1948 -4.4255 -6.5344  C75 1.090
87 H -6.2726 -3.4720 -5.4081  C76 1.090
88 H -5.4019 -4.8309 -6.2185  C76 1.090
89 H -5.9876 -6.0632 -4.1591  N77 1.010
90 H -4.0825 -3.8345 -3.9007  C78 1.090
91 H -3.8014 -5.2556 -4.9318  C78 1.090
92 H -2.6521 -5.7594 -3.1779  C79 1.090
93 H -4.0952 -6.6571 -2.9096  C79 1.090
94 H -5.9235 -5.1810 -1.3659  C81 1.090
95 H -4.9173 -4.4915 -0.0758  C81 1.090
96 H -4.8108 -6.2026 -0.5465  C81 1.090
97 C -6.0696 5.9967 1.1096  C98 1.492, H103 1.090, H104 1.090, H105 1.090
98 C -4.9780 6.8001 1.7331  C97 1.492, C99 1.597, N102 1.431, H106 1.090
99 C -5.4275 8.1531 2.4519  C98 1.597, O100 1.409, H107 1.090, H108 1.090
100 O -6.2916 8.7920 1.5408  C99 1.409, C101 1.455
101 C -6.6767 10.1562 1.8710  O100 1.455, H109 1.090, H110 1.090, H111 1.090
102 N -4.3356 5.9039 2.6446  C98 1.431, H112 1.010, H113 1.010
103 H -6.6453 6.4598 0.3082  C97 1.090
104 H -6.7441 5.6927 1.9101  C97 1.090
105 H -5.7523 5.1182 0.5478  C97 1.090
106 H -4.2937 7.0786 0.9317  C98 1.090
107 H -4.5720 8.7837 2.6939  C99 1.090
108 H -5.9766 7.8472 3.3424  C99 1.090
109 H -6.9145 10.6939 0.9532  C101 1.090
110 H -5.9345 10.7409 2.4145  C101 1.090
111 H -7.5843 10.2226 2.4709  C101 1.090
112 H -4.3185 4.9724 2.2547  N102 1.010
113 H -3.4029 6.0670 2.9962  N102 1.010
114 C 4.6244 -1.0477 9.8530  C115 1.533, H120 1.090, H121 1.090, H122 1.090
115 C 3.8950 0.2444 9.4659  C114 1.533, C116 1.547, N119 1.453, H123 1.090
116 C 3.0564 0.1621 8.1682  C115 1.547, O117 1.407, H124 1.090, H125 1.090
117 O 3.9446 -0.0646 7.1004  C116 1.407, C118 1.449
118 C 3.1832 -0.1948 5.8744  O117 1.449, H126 1.090, H127 1.090, H128 1.090
119 N 3.0454 0.7344 10.5377  C115 1.453, H129 1.010, H130 1.010
120 H 5.0571 -0.9909 10.8518  C114 1.090
121 H 5.5330 -1.0193 9.2515  C114 1.090
122 H 3.8999 -1.8618 9.8335  C114 1.090
123 H 4.5510 1.0768 9.2111  C115 1.090
124 H 2.5024 1.0688 7.9250  C116 1.090
125 H 2.3314 -0.6043 8.4425  C116 1.090
126 H 2.4125 0.5755 5.9019  C118 1.090
127 H 2.7928 -1.2066 5.7646  C118 1.090
128 H 3.7991 -0.0218 4.9919  C118 1.090
129 H 2.4525 1.3915 10.0513  N119 1.010
130 H 2.4224 0.0202 10.8870  N119 1.010
131 C -4.4533 -4.8559 8.1241  C132 1.551, H137 1.090, H138 1.090, H139 1.090
132 C -4.3063 -3.7278 7.0703  C131 1.551, C133 1.553, N136 1.434, H140 1.090
133 C -3.1530 -4.1023 6.0993  C132 1.553, O134 1.400, H141 1.090, H142 1.090
134 O -1.8552 -3.9713 6.6088  C133 1.400, C135 1.477
135 C -0.7481 -4.7258 5.9877  O134 1.477, H143 1.090, H144 1.090, H145 1.090
136 N -5.5126 -3.8081 6.2999  C132 1.434, H146 1.010, H147 1.010
137 H -5.3534 -4.6206 8.6922  C131 1.090
138 H -3.5601 -5.0219 8.7264  C131 1.090
139 H -4.5738 -5.7527 7.5164  C131 1.090
140 H -4.2420 -2.7372 7.5206  C132 1.090
141 H -3.1726 -3.4938 5.1951  C133 1.090
142 H -3.2247 -5.1667 5.8760  C133 1.090
143 H -0.3985 -4.4214 5.0012  C135 1.090
144 H -1.0701 -5.7670 5.9716  C135 1.090
145 H 0.0827 -4.6631 6.6906  C135 1.090
146 H -6.1437 -3.1471 6.7299  N136 1.010
147 H -5.2738 -3.4419 5.3894  N136 1.010
148 C 1.8757 0.4259 -1.1139  C149 1.518, H154 1.090, H155 1.090, H156 1.090
149 C 0.6086 -0.3923 -0.9419  C148 1.518, C150 1.550, N153 1.483, H157 1.090
150 C -0.7006 0.3877 -0.6569  C149 1.550, O151 1.424, H158 1.090, H159 1.090
151 O -0.6399 1.0837 0.5843  C150 1.424, C152 1.429
152 C -0.7536 0.2446 1.7359  O151 1.429, H160 1.090, H161 1.090, H162 1.090
153 N 0.4493 -1.3757 -2.0399  C149 1.483, H163 1.010, H164 1.010
154 H 1.8849 1.0172 -0.1983  C148 1.090
155 H 1.9416 1.0989 -1.9688  C148 1.090
156 H 2.7390 -0.2396 -1.1106  C148 1.090
157 H 0.7249 -1.0634 -0.0909  C149 1.090
158 H -1.5661 -0.2617 -0.7885  C150 1.090
159 H -0.8221 1.2389 -1.3268  C150 1.090
160 H -1.7212 -0.2471 1.6348  C152 1.090
161 H -0.7750 0.8058 2.6700  C152 1.090
162 H -0.0049 -0.5461 1.6866  C152 1.090
163 H 0.2819 -0.9448 -2.9379  N153 1.010
164 H -0.3765 -1.8954 -1.7788  N153 1.010
165 C 3.0518 -4.5403 -7.7901  C166 1.534, H171 1.090, H172 1.090, H173 1.090
166 C 3.1805 -3.5351 -8.9410  C165 1.534, C167 1.550, N170 1.412, H174 1.090
167 C 3.6635 -4.1827 -10.2639  C166 1.550, O168 1.428, H175 1.090, H176 1.090
168 O 4.9904 -4.6994 -10.1619  C167 1.428, C169 1.453
169 C 5.6526 -5.1063 -11.3892  O168 1.453, H177 1.090, H178 1.090, H179 1.090
170 N 1.9161 -2.9289 -9.1113  C166 1.412, H180 1.010, H181 1.010
171 H 3.4321 -5.5190 -8.0827  C165 1.090
172 H 2.1154 -4.6558 -7.2443  C165 1.090
173 H 3.7238 -4.0702 -7.0721  C165 1.090
174 H 3.8621 -2.7402 -8.6381  C166 1.090
175 H 3.6421 -3.4335 -11.0553  C167 1.090
176 H 2.9320 -4.9093 -10.6176  C167 1.090
177 H 5.0131 -5.8483 -11.8675  C169 1.090
178 H 6.6333 -5.5565 -11.2357  C169 1.090
179 H 5.8640 -4.2765 -12.0635  C169 1.090
180 H 1.9955 -2.3753 -9.9523  N170 1.010
181 H 1.7999 -2.2559 -8.3672  N170 1.010

For the LUMO energy, the calculation gives 0.2 eV. The HOMO energy comes out at -8.63 eV. The gap between HOMO and LUMO is 8.9 eV. As for the total charge: 0.



<two>
# C44H115N9O13

A cluster of 9 separate species, C44H115N9O13 in total (ωB97M-V with the def2-TZVPD basis set, OMol25).

Bonds (Å) are listed after each position.
Cartesian coordinates (Å):
1 C 2.1199 -6.8241 -2.5749  C2 1.565, H7 1.116, H8 1.094, H9 1.105
2 C 1.6165 -6.0152 -3.8162  C1 1.565, C3 1.542, N6 1.503, H10 1.082
3 C 1.4458 -4.5055 -3.5499  C2 1.542, O4 1.415, H11 1.126, H12 1.068
4 O 0.3590 -4.3996 -2.6503  C3 1.415, C5 1.394
5 C 0.4447 -3.1903 -1.9631  O4 1.394, H13 1.084, H14 1.121, H15 1.076
6 N 2.5681 -6.0707 -4.9784  C2 1.503, H16 1.013, H17 1.011
7 H 2.1236 -7.9387 -2.6376  C1 1.116
8 H 1.4984 -6.6202 -1.6984  C1 1.094
9 H 3.1895 -6.5592 -2.4883  C1 1.105
10 H 0.6610 -6.4334 -4.1044  C2 1.082
11 H 1.2185 -3.9987 -4.5299  C3 1.126
12 H 2.3847 -4.1537 -3.1834  C3 1.068
13 H 0.4225 -2.4020 -2.7074  C5 1.084
14 H 1.3212 -3.0241 -1.2837  C5 1.121
15 H -0.4856 -3.0807 -1.4331  C5 1.076
16 H 2.6718 -6.9694 -5.4337  N6 1.013
17 H 2.1929 -5.4910 -5.7163  N6 1.011
18 C 3.5572 -0.8681 -2.9118  C19 1.538, H24 1.103, H25 1.094, H26 1.099
19 C 4.9057 -1.3766 -2.3747  C18 1.538, C20 1.524, N23 1.444, H27 1.103
20 C 5.7564 -2.1966 -3.3374  C19 1.524, O21 1.408, H28 1.111, H29 1.082
21 O 5.1284 -3.3057 -3.9366  C20 1.408, C22 1.447
22 C 5.2236 -4.5155 -3.1479  O21 1.447, H30 1.090, H31 1.131, H32 1.098
23 N 5.5801 -0.1403 -2.0571  C19 1.444, H33 1.009, H34 1.026
24 H 2.9186 -1.7294 -3.1696  C18 1.103
25 H 3.5955 -0.2613 -3.8207  C18 1.094
26 H 3.1179 -0.2780 -2.0948  C18 1.099
27 H 4.7784 -1.9439 -1.4370  C19 1.103
28 H 6.7188 -2.5542 -2.9129  C20 1.111
29 H 5.9278 -1.5138 -4.1587  C20 1.082
30 H 4.5826 -5.2296 -3.6639  C22 1.090
31 H 4.9264 -4.3681 -2.0668  C22 1.131
32 H 6.2363 -4.9194 -3.2765  C22 1.098
33 H 6.4423 -0.3865 -1.5950  N23 1.009
34 H 5.8188 0.3310 -2.9368  N23 1.026
35 C -4.1383 0.5572 4.2226  C36 1.506, H41 1.107, H42 1.066, H43 1.129
36 C -4.0014 0.9473 5.6704  C35 1.506, C37 1.509, N40 1.438, H44 1.111
37 C -5.2243 1.5551 6.3127  C36 1.509, O38 1.369, H45 1.162, H46 1.117
38 O -5.4391 2.7183 5.6239  C37 1.369, C39 1.372
39 C -6.7207 3.2064 5.6723  O38 1.372, H47 1.097, H48 1.043, H49 1.081
40 N -3.6105 -0.2320 6.3954  C36 1.438, H50 1.024, H51 1.001
41 H -3.1962 0.1227 3.8352  C35 1.107
42 H -4.5570 1.3694 3.6743  C35 1.066
43 H -4.9009 -0.2702 4.1306  C35 1.129
44 H -3.1631 1.6672 5.7822  C36 1.111
45 H -4.9173 1.7881 7.4087  C37 1.162
46 H -6.0798 0.8430 6.2218  C37 1.117
47 H -7.3193 2.6521 4.9393  C39 1.097
48 H -6.7727 4.1900 5.3286  C39 1.043
49 H -7.0811 3.1028 6.6867  C39 1.081
50 H -4.3614 -0.9246 6.3189  N40 1.024
51 H -3.5083 -0.0328 7.3712  N40 1.001
52 C 3.5774 6.2014 3.3597  C53 1.534, H58 1.121, H59 1.063, H60 1.097
53 C 2.5184 5.3279 4.0438  C52 1.534, C54 1.547, N57 1.508, H61 1.077
54 C 2.9869 3.8539 4.0369  C53 1.547, O55 1.421, H62 1.110, H63 1.081
55 O 3.1598 3.3482 2.7202  C54 1.421, C56 1.383
56 C 4.3622 2.6944 2.5193  O55 1.383, H64 1.063, H65 1.096, H66 1.119
57 N 2.3515 5.7013 5.4953  C53 1.508, H67 0.988, H68 1.034
58 H 3.4929 7.2873 3.6252  C52 1.121
59 H 3.4559 6.1471 2.3049  C52 1.063
60 H 4.5980 5.8667 3.5801  C52 1.097
61 H 1.5689 5.3235 3.5345  C53 1.077
62 H 2.1311 3.2520 4.4071  C54 1.110
63 H 3.8731 3.6300 4.6149  C54 1.081
64 H 4.4491 2.3564 1.5156  C56 1.063
65 H 4.3984 1.8046 3.1585  C56 1.096
66 H 5.2616 3.3285 2.7207  C56 1.119
67 H 2.3331 6.6877 5.5403  N57 0.988
68 H 1.4557 5.3239 5.8463  N57 1.034
69 C -0.0636 0.7696 -1.2660  C70 1.555, H75 1.103, H76 1.104, H77 1.104
70 C -1.2835 0.3994 -0.3753  C69 1.555, C71 1.511, N74 1.473, H78 1.089
71 C -1.6453 1.2824 0.7968  C70 1.511, O72 1.392, H79 1.132, H80 1.085
72 O -0.4662 1.5054 1.5028  C71 1.392, C73 1.411
73 C -0.7569 2.4883 2.4729  O72 1.411, H81 1.098, H82 1.126, H83 1.030
74 N -2.4598 0.3313 -1.2588  C70 1.473, H84 1.011, H85 1.022
75 H -0.3225 1.6378 -1.8948  C69 1.103
76 H 0.1725 -0.1018 -1.9016  C69 1.104
77 H 0.8073 1.0492 -0.6478  C69 1.104
78 H -1.1361 -0.6241 -0.0344  C70 1.089
79 H -2.4793 0.8608 1.4354  C71 1.132
80 H -2.0333 2.2256 0.4273  C71 1.085
81 H -1.6429 2.2375 3.0704  C73 1.098
82 H -0.9171 3.4616 1.9309  C73 1.126
83 H 0.0027 2.4869 3.1685  C73 1.030
84 H -3.3046 -0.0746 -0.8788  N74 1.011
85 H -2.2658 -0.1124 -2.1589  N74 1.022
86 C -1.0856 -2.8753 2.0430  O87 1.379, H95 1.091, H96 1.077, H97 1.112
87 O -2.2134 -2.9837 1.2564  C86 1.379, C88 1.488
88 C -3.3374 -2.1462 1.7556  O87 1.488, C89 1.508, H98 1.084, H99 1.090
89 C -4.5899 -2.5331 1.0100  C88 1.508, N90 1.462, H100 1.093, H101 1.094
90 N -4.6117 -2.3950 -0.4454  C89 1.462, C91 1.480, H102 1.039
91 C -5.9000 -2.5262 -1.1618  N90 1.480, C92 1.515, H103 1.060, H104 1.083
92 C -6.4865 -1.1869 -1.5570  C91 1.515, O93 1.401, H105 1.065, H106 1.137
93 O -7.7569 -1.3763 -2.1170  C92 1.401, C94 1.409
94 C -8.8492 -1.5016 -1.2360  O93 1.409, H107 1.113, H108 1.092, H109 1.079
95 H -0.7541 -1.8483 2.2027  C86 1.091
96 H -0.3047 -3.4201 1.5390  C86 1.077
97 H -1.1999 -3.2593 3.0802  C86 1.112
98 H -3.0291 -1.1406 1.4935  C88 1.084
99 H -3.5094 -2.2969 2.8214  C88 1.090
100 H -5.3326 -1.7987 1.3322  C89 1.093
101 H -5.0146 -3.4763 1.3646  C89 1.094
102 H -3.9385 -3.0828 -0.8367  N90 1.039
103 H -6.5751 -3.0999 -0.5802  C91 1.060
104 H -5.6088 -3.1606 -1.9904  C91 1.083
105 H -5.8656 -0.7362 -2.2952  C92 1.065
106 H -6.4948 -0.5779 -0.5969  C92 1.137
107 H -8.7595 -0.6511 -0.5240  C94 1.113
108 H -8.8291 -2.4016 -0.6173  C94 1.092
109 H -9.7574 -1.4236 -1.8132  C94 1.079
110 C 4.7754 1.6129 -5.8759  O111 1.426, H119 1.085, H120 1.136, H121 1.158
111 O 4.8086 2.1185 -4.5430  C110 1.426, C112 1.436
112 C 3.5707 2.5594 -3.9630  O111 1.436, C113 1.463, H122 1.094, H123 1.124
113 C 3.7520 2.9621 -2.5686  C112 1.463, N114 1.499, H124 1.117, H125 1.092
114 N 2.5937 3.7680 -2.0631  C113 1.499, C115 1.458, H126 1.026
115 C 2.6422 4.0049 -0.6255  N114 1.458, C116 1.511, H127 1.181, H128 1.073
116 C 1.5515 4.9310 -0.1399  C115 1.511, O117 1.438, H129 1.082, H130 1.116
117 O 1.5911 6.2236 -0.7684  C116 1.438, C118 1.413
118 C 0.5096 7.0841 -0.4755  O117 1.413, H131 1.056, H132 1.087, H133 1.123
119 H 5.6126 0.9413 -6.0336  C110 1.085
120 H 4.8427 2.4838 -6.6028  C110 1.136
121 H 3.7632 1.0742 -6.0359  C110 1.158
122 H 2.7811 1.8114 -4.0799  C112 1.094
123 H 3.1987 3.4703 -4.5071  C112 1.124
124 H 4.6697 3.5937 -2.4904  C113 1.117
125 H 3.8613 2.0576 -1.9669  C113 1.092
126 H 2.5381 4.7010 -2.4870  N114 1.026
127 H 3.6070 4.5695 -0.2436  C115 1.181
128 H 2.5096 3.1146 -0.0420  C115 1.073
129 H 1.5924 5.0200 0.9378  C116 1.082
130 H 0.5849 4.4579 -0.4349  C116 1.116
131 H -0.3960 6.6640 -0.8197  C118 1.056
132 H 0.6882 7.9678 -1.0826  C118 1.087
133 H 0.5074 7.3944 0.6034  C118 1.123
134 C 2.2407 -0.3663 2.2315  O135 1.416, H143 1.102, H144 1.071, H145 1.149
135 O 2.0604 -1.7477 1.9784  C134 1.416, C136 1.390
136 C 3.0322 -2.2998 1.1519  O135 1.390, C137 1.511, H146 1.134, H147 1.089
137 C 2.8845 -3.8029 1.1127  C136 1.511, N138 1.465, H148 1.160, H149 1.089
138 N 3.0884 -4.4390 2.4169  C137 1.465, C139 1.469, H150 1.025
139 C 2.8472 -5.8884 2.4095  N138 1.469, C140 1.525, H151 1.070, H152 1.100
140 C 3.3382 -6.3969 3.7607  C139 1.525, O141 1.371, H153 1.098, H154 1.071
141 O 2.5599 -5.9333 4.7892  C140 1.371, C142 1.426
142 C 3.0263 -6.0998 6.1262  O141 1.426, H155 1.091, H156 1.053, H157 1.084
143 H 1.7293 -0.1189 3.1755  C134 1.102
144 H 1.8167 0.2545 1.4686  C134 1.071
145 H 3.3664 -0.1509 2.3099  C134 1.149
146 H 4.0526 -2.0422 1.5750  C136 1.134
147 H 2.9580 -1.9289 0.1312  C136 1.089
148 H 3.7133 -4.1472 0.3771  C137 1.160
149 H 1.8996 -4.0383 0.7107  C137 1.089
150 H 2.5281 -3.9669 3.1330  N138 1.025
151 H 3.5342 -6.3082 1.7039  C139 1.070
152 H 1.8058 -6.1324 2.1516  C139 1.100
153 H 4.3729 -6.0429 3.8548  C140 1.098
154 H 3.4057 -7.4652 3.7375  C140 1.071
155 H 3.9123 -5.4917 6.3133  C142 1.091
156 H 3.3411 -7.0982 6.2442  C142 1.053
157 H 2.2311 -5.8615 6.8239  C142 1.084
158 C -3.0271 -1.6243 -4.2332  O159 1.439, H167 1.086, H168 1.132, H169 1.055
159 O -2.6019 -0.2499 -4.2298  C158 1.439, C160 1.417
160 C -3.5329 0.5522 -4.9345  O159 1.417, C161 1.515, H170 1.084, H171 1.106
161 C -3.3134 2.0135 -4.5997  C160 1.515, N162 1.455, H172 1.118, H173 1.127
162 N -4.0001 2.2977 -3.3490  C161 1.455, C163 1.459, H174 1.029
163 C -3.9550 3.6991 -2.9440  N162 1.459, C164 1.509, H175 1.086, H176 1.066
164 C -2.6828 3.9895 -2.1865  C163 1.509, O165 1.413, H177 1.115, H178 1.144
165 O -2.3950 5.3503 -1.9378  C164 1.413, C166 1.440
166 C -2.9861 5.8700 -0.7325  O165 1.440, H179 1.099, H180 1.100, H181 1.106
167 H -2.2813 -2.2687 -3.7781  C158 1.086
168 H -3.3301 -2.0501 -5.2374  C158 1.132
169 H -3.9036 -1.7306 -3.6557  C158 1.055
170 H -4.5114 0.3314 -4.5244  C160 1.084
171 H -3.4109 0.3865 -6.0212  C160 1.106
172 H -3.8933 2.5042 -5.4200  C161 1.118
173 H -2.2426 2.3452 -4.7136  C161 1.127
174 H -3.4138 1.8097 -2.6577  N162 1.029
175 H -4.8399 3.9687 -2.3759  C163 1.086
176 H -3.9341 4.3425 -3.7938  C163 1.066
177 H -1.8551 3.5524 -2.7927  C164 1.115
178 H -2.7384 3.2850 -1.2869  C164 1.144
179 H -2.6701 6.9222 -0.7383  C166 1.099
180 H -2.6531 5.3187 0.1588  C166 1.100
181 H -4.0803 5.9244 -0.8823  C166 1.106

For the LUMO energy, the calculation gives 0.5 eV. The HOMO energy comes out at -8.37 eV. The gap between HOMO and LUMO is 8.9 eV. As for the total charge: 0.



It turns out <two> is the most stable, with the second structure 489.8 kJ/mol higher.